Record 1
18
Properties=species:S:1:pos:R:3:forces:R:3 method="wB97M-V/def2-TZVPD" e_homo_ev=-14.54 charge=+1 de_lowest_kcal_mol=18.5
C -0.567382 1.630462 2.324946 -0.52 0.15 0.36
C -2.169817 0.344113 1.065384 -0.90 -0.12 0.38
N -0.973696 0.658978 1.310191 0.29 -0.10 0.02
H 0.284612 2.207959 1.971430 -0.11 -0.08 0.03
H -0.334095 1.097059 3.246145 0.31 -0.05 -0.13
H -1.418478 2.272832 2.560425 0.19 0.09 -0.20
H -2.989545 0.810260 1.597314 0.15 0.34 0.21
H -2.470294 -0.415894 0.369471 0.55 -0.18 -0.40
H -0.194004 0.205571 0.792647 0.04 -0.04 -0.30
H -1.880841 -0.488209 -2.431791 0.05 0.09 -0.09
H -1.252166 0.851471 -1.992744 0.02 -0.09 -0.21
O -1.468230 -0.036079 -1.688789 -0.06 -0.03 0.18
H 1.376313 -0.943099 -0.568296 0.42 0.05 -0.01
H 2.063993 0.261321 0.189891 0.26 -0.40 -0.17
O 1.246247 -0.057659 -0.202277 -0.58 0.25 0.26
H 3.647784 -2.787347 -2.266905 -0.18 -0.02 0.17
H 3.300197 -1.317898 -2.381258 -0.04 -0.05 0.00
O 3.045333 -2.120868 -1.911377 0.11 0.21 -0.11



Record 2
101
Properties=species:S:1:pos:R:3:forces:R:3 method="wB97M-V/def2-TZVPD" e_homo_ev="-7.22 / -7.22" de_lowest_kcal_mol=0.0
Pd -0.090423 1.531543 -1.042400 -0.41 -0.46 -0.31
S 1.736842 2.276221 -2.133552 0.08 0.03 0.12
C 1.678664 3.928510 -1.514076 -0.61 0.01 0.15
N 2.712885 4.684213 -1.547540 0.01 -0.44 -0.05
N 2.684917 5.911217 -0.991873 -0.22 0.06 -0.67
C 2.029865 6.283067 0.174994 -0.20 0.15 0.80
C 1.756412 5.352511 1.185163 -0.02 0.17 0.03
C 1.160525 5.771110 2.360146 0.02 -0.02 -0.04
C 0.845386 7.110549 2.560939 -0.04 0.04 0.04
C 1.131985 8.030677 1.565573 -0.04 0.05 0.05
C 1.713150 7.624720 0.373177 0.02 -0.18 0.00
N 0.423330 4.445382 -1.079006 -0.33 -0.16 -0.01
N -0.493905 3.617747 -0.905818 0.92 0.15 -0.12
C -1.755744 4.163957 -0.532492 0.15 0.08 -0.10
C -1.834337 5.357326 0.177597 -0.24 -0.23 -0.07
C -3.089003 5.832973 0.519819 -0.06 0.01 0.01
C -4.231347 5.142060 0.135494 -0.02 -0.02 -0.01
C -4.130985 3.964290 -0.600296 -0.05 0.14 0.05
C -2.884702 3.455676 -0.928630 0.08 0.10 -0.01
H 3.448765 6.485403 -1.287244 0.23 0.01 -0.02
H 1.990382 4.306184 1.041078 0.02 0.00 0.03
H 0.939097 5.041547 3.128483 -0.01 -0.01 -0.01
H 0.376152 7.427457 3.482874 0.01 0.01 0.00
H 0.889258 9.076556 1.704905 -0.01 0.00 0.01
H 1.906396 8.342476 -0.413763 0.02 -0.01 -0.03
H -0.938823 5.882057 0.471053 0.12 -0.01 0.01
H -3.173920 6.748726 1.091109 -0.02 -0.01 -0.01
H -5.206670 5.526071 0.405544 0.00 -0.01 -0.01
H -5.029298 3.455890 -0.927056 -0.02 -0.03 -0.01
H -2.773959 2.529507 -1.485894 0.00 0.16 0.09
N -2.028010 -1.319786 2.698366 -0.62 0.47 -0.79
C -2.250307 0.106298 2.250715 0.03 -0.19 0.14
C -3.215037 0.783610 3.211380 -0.04 0.15 0.00
P -2.981853 -0.075002 0.529493 -0.20 0.40 0.13
O -4.332681 0.799106 0.611607 0.08 0.21 -0.08
O -3.343943 -1.518210 0.468333 -0.07 -0.26 0.02
O -2.116211 0.539892 -0.527221 0.65 0.20 -0.19
P -0.577678 0.870545 2.219469 -0.06 -0.19 -0.10
O -0.394069 1.139003 3.814525 0.38 0.32 0.21
O 0.332628 -0.243837 1.796700 -0.04 0.14 0.09
O -0.658291 2.155736 1.486240 0.24 0.47 0.01
H -2.621186 -1.921523 2.056222 0.39 0.42 0.31
H -2.266599 -1.460930 3.673206 0.03 0.04 0.03
H -1.029592 -1.538449 2.554719 -0.09 0.06 -0.07
H -4.211222 0.343329 3.158670 0.00 0.00 0.01
H -3.297757 1.837726 2.947744 -0.04 -0.01 0.02
H -2.829677 0.732874 4.230655 -0.01 -0.01 0.02
H -4.156357 1.724016 0.365422 -0.04 -0.26 0.07
H 0.237763 1.859242 3.985832 -0.36 -0.33 -0.12
C -0.365140 -1.908126 -0.813526 0.15 0.04 -0.09
C 0.092610 -3.317785 -1.201661 0.03 -0.03 0.05
As 1.530508 -3.970155 -0.004799 -0.04 -0.01 -0.13
C 1.313163 -5.900564 -0.310607 0.02 0.07 0.05
C 2.492328 -6.636768 -0.381340 0.08 0.04 0.07
C 2.470112 -8.007067 -0.601666 0.05 -0.02 0.00
C 1.260365 -8.661110 -0.761492 0.00 -0.07 -0.02
C 0.077391 -7.939006 -0.704997 -0.05 -0.06 -0.01
C 0.105673 -6.571969 -0.483755 -0.04 0.09 -0.04
C 0.540540 -3.707586 1.674765 0.10 -0.02 0.02
C -0.777669 -4.098273 1.894918 0.02 -0.14 0.13
C -1.380145 -3.888088 3.125900 0.14 -0.53 0.18
C -0.686460 -3.240792 4.143631 0.24 -0.48 0.14
C 0.611224 -2.808550 3.919817 -0.02 -0.07 0.21
C 1.219116 -3.050553 2.696745 0.10 -0.07 -0.13
P 0.535364 -0.553835 -1.648825 -0.27 0.15 0.13
C 0.125238 -0.694897 -3.408698 -0.07 -0.11 0.03
C 1.003556 -0.266387 -4.401268 0.00 0.03 -0.02
C 0.616861 -0.283874 -5.731200 0.03 0.01 -0.02
C -0.652159 -0.718152 -6.083606 -0.01 0.00 -0.04
C -1.540184 -1.122342 -5.098873 -0.05 -0.02 -0.03
C -1.157859 -1.106975 -3.767542 0.01 -0.03 0.05
C 2.281129 -0.961091 -1.436642 -0.02 -0.09 0.04
C 3.016246 -1.707936 -2.352486 -0.11 -0.06 0.06
C 4.315716 -2.081089 -2.054068 0.08 -0.10 -0.04
C 4.877870 -1.730626 -0.837550 0.10 0.00 0.03
C 4.142113 -1.003640 0.084823 -0.08 0.12 0.05
C 2.846590 -0.608236 -0.211810 0.11 -0.05 -0.06
H -0.232646 -1.717417 0.256547 0.05 0.08 -0.16
H -1.426626 -1.760975 -0.999075 0.03 -0.02 -0.06
H 0.456761 -3.372604 -2.232060 0.01 0.00 0.06
H -0.749299 -4.008279 -1.134882 -0.04 0.06 0.00
H 3.444628 -6.131509 -0.258881 -0.02 0.00 -0.01
H 3.399375 -8.560446 -0.650211 0.00 0.00 0.00
H 1.236361 -9.729097 -0.936984 0.00 0.00 0.01
H -0.871871 -8.442793 -0.838076 0.00 0.01 0.00
H -0.833102 -6.035150 -0.465530 -0.04 0.03 0.03
H -1.347582 -4.573217 1.110686 -0.05 -0.08 -0.08
H -2.391760 -4.238568 3.294640 -0.03 0.03 -0.02
H -1.157882 -3.074530 5.105488 0.01 -0.02 0.03
H 1.154509 -2.287971 4.697669 -0.02 0.03 -0.01
H 2.235625 -2.711803 2.529080 -0.04 0.02 -0.01
H 1.986025 0.100717 -4.140534 0.05 0.01 0.03
H 1.309926 0.051169 -6.491675 0.00 0.00 -0.01
H -0.951315 -0.732534 -7.123625 0.00 0.00 0.00
H -2.538343 -1.446683 -5.363158 0.00 0.00 -0.01
H -1.874765 -1.397216 -3.009262 0.04 -0.01 -0.01
H 2.572658 -2.026402 -3.285779 -0.01 0.04 -0.05
H 4.883846 -2.662820 -2.768639 0.01 0.01 0.00
H 5.893592 -2.025819 -0.606512 0.00 -0.01 0.00
H 4.579997 -0.733705 1.037563 -0.01 0.00 0.00
H 2.256976 -0.056094 0.508596 -0.02 0.05 0.05



Record 3
15
Properties=species:S:1:pos:R:3:forces:R:3 method="wB97M-V/def2-TZVPD" e_homo_ev="-7.25 / -7.90" multiplicity=2 de_lowest_kcal_mol=49.8
C -1.998670 -0.694577 0.852317 0.00 1.40 -1.62
C -0.693680 -1.397976 0.917478 -1.16 -1.42 2.54
C 0.166869 -1.150897 -0.141805 1.86 0.27 -1.58
C 1.252636 -0.264196 -0.169137 0.11 -0.71 -0.61
C 1.068603 0.900546 -1.004943 0.63 0.03 -0.83
C 1.607001 2.103817 -0.686634 0.48 -0.17 -0.43
H -1.699500 0.231211 0.220765 -1.51 -1.22 0.86
H -2.773389 -1.330631 0.372274 0.24 0.53 -0.19
H -2.458895 -0.359193 1.796329 0.64 -0.21 -0.10
H -0.638410 -2.131508 1.694684 0.79 -0.23 0.57
H -0.182704 -1.512546 -1.119570 -0.78 1.42 -0.25
H 2.218005 -0.382162 0.340642 -0.92 0.56 1.03
H 0.376329 0.777310 -1.878641 0.52 0.34 0.91
H 1.423477 2.961161 -1.346941 0.01 -0.31 0.49
H 2.332323 2.249636 0.153177 -0.90 -0.27 -0.77



Record 4
34
Properties=species:S:1:pos:R:3:forces:R:3 method="wB97M-V/def2-TZVPD" e_homo_ev=-10.54 smiles="CCB(O)[C@](C#N)(CC(C)C)[C@@](I)(C#N)S(=O)(=O)F"
C 2.527000 2.036037 1.155326 0.53 -0.19 0.75
C 2.700373 0.796664 0.216836 -0.03 -0.32 -0.47
B 1.606970 0.688482 -0.937740 1.01 0.80 -0.31
O 1.799237 1.475540 -2.083012 -0.37 -1.20 0.58
C 0.259949 -0.225937 -0.885828 -1.16 0.16 -1.25
C -0.244854 -0.288481 -2.336351 1.56 0.16 4.71
N -0.596669 -0.253382 -3.402707 -1.04 0.03 -3.15
C -0.810858 0.567001 -0.044549 -0.50 -0.03 -0.26
C -2.144215 -0.181046 0.271120 -1.54 1.35 0.64
C -3.178544 -0.146425 -0.931236 1.46 -0.01 -0.20
C -2.837444 0.638417 1.437990 -0.11 -0.91 -0.13
C 0.515168 -1.727091 -0.441079 1.22 0.95 -1.31
I -0.870068 -3.172773 -1.320451 0.39 0.21 0.61
C 1.869851 -2.107088 -1.028251 -4.84 1.05 2.47
N 2.902077 -2.377075 -1.369615 3.43 -0.75 -1.50
S 0.641103 -1.998926 1.389849 1.13 -4.10 2.16
O -0.460023 -2.757799 1.908139 -0.92 2.19 -0.55
O 1.842441 -2.754526 1.592347 0.51 1.64 -0.60
F 0.819070 -0.624411 2.197964 -0.64 -0.80 -1.27
H 3.509758 2.232455 1.641682 -0.64 -0.07 -0.31
H 1.826027 1.858569 2.000620 0.22 0.07 -0.73
H 2.250620 2.971188 0.632953 0.00 -0.61 0.08
H 3.682360 0.926290 -0.299173 -0.65 -0.16 0.24
H 2.768877 -0.174430 0.749673 0.14 0.77 0.16
H 2.546193 1.141095 -2.603861 -0.04 0.53 0.15
H -0.393754 1.007220 0.889109 0.03 -0.63 -0.59
H -1.095933 1.448898 -0.665861 0.28 -0.53 0.39
H -2.028024 -1.207424 0.667335 0.19 0.48 -0.39
H -2.832182 0.658190 -1.613765 -0.45 -0.47 0.18
H -4.199244 0.111561 -0.602715 0.49 -0.42 -0.11
H -3.137485 -1.096290 -1.504315 -0.33 0.65 0.30
H -3.899213 0.316275 1.474021 0.61 0.25 0.15
H -2.392236 0.378631 2.422810 -0.10 0.48 -0.57
H -2.830964 1.729790 1.247259 0.16 -0.55 0.15



Record 5
24
Properties=species:S:1:pos:R:3:forces:R:3 method="wB97M-V/def2-TZVPD" e_homo_ev=-12.57 charge=+1 de_lowest_kcal_mol=54.0
S 0.964416 -0.983378 3.701637 -1.65 0.13 -0.47
S -0.481063 -2.188955 2.709488 -0.53 0.26 1.34
C -0.141431 -2.085169 0.981392 1.21 -2.17 -1.43
C -0.161202 -0.714503 0.318099 2.53 0.79 -1.96
C 1.122817 -0.510589 -0.715759 -0.77 -0.83 1.63
N 0.584196 -0.428230 -2.043687 0.44 2.05 -0.43
C 0.279157 1.023767 -2.399745 -1.73 -2.26 -0.79
N -0.286519 0.603622 1.130035 1.13 -1.53 0.72
H 1.911105 -1.782263 3.348190 1.50 -0.80 -0.18
H 0.888698 -2.661056 0.764991 -2.25 1.34 0.41
H -0.978794 -2.728051 0.407662 1.86 1.21 1.67
H -0.982426 -0.820150 -0.383386 -0.34 1.12 0.18
H 1.689683 -1.418062 -0.455665 0.20 0.39 -0.95
H 1.761652 0.374512 -0.378592 -0.75 -0.79 -0.46
H 1.043752 -0.832002 -2.858604 0.53 -0.24 1.03
H 0.045729 0.933236 -3.505918 0.85 0.97 1.16
H -0.728381 1.187477 -1.984158 0.46 0.55 0.15
H 0.991706 1.790686 -2.023491 -0.21 -0.60 -0.67
H -0.231541 0.493974 2.164709 0.01 -0.36 -0.71
H -1.220602 0.816887 0.880972 -0.99 1.83 -0.08
H 0.439746 1.333735 0.887261 -1.37 -1.03 -0.16
H -1.810755 3.546748 0.040504 -0.27 2.38 0.23
H -2.817269 2.408616 -0.478074 2.53 1.18 1.02
O -1.882684 2.639152 -0.107853 -2.39 -3.59 -1.22



Record 6
12
Properties=species:S:1:pos:R:3:forces:R:3 method="wB97M-V/def2-TZVPD" e_homo_ev=-8.29 smiles="C1=CN2[C@@H]3[C@H](O1)[C@@H]32" de_lowest_kcal_mol=102.7
C -0.765882 -1.346857 -0.327764 -0.47 -0.32 0.61
C 0.102500 -1.215487 0.681631 0.11 -1.20 -0.44
N 1.043066 -0.151846 0.740982 -0.64 -0.19 0.19
C 0.139549 0.963682 0.654850 0.24 1.37 -0.10
C -0.358243 0.806126 -0.737670 -0.02 0.21 -0.03
O -1.076023 -0.311261 -1.161779 0.38 -0.33 -0.17
C 1.083056 0.643563 -0.471228 0.05 1.08 0.54
H -1.389733 -2.209547 -0.468224 -0.36 -0.03 0.16
H 0.003998 -1.716186 1.635264 0.27 -0.85 -0.41
H -0.034490 1.638544 1.470026 0.30 0.60 -0.23
H -0.681562 1.729195 -1.211611 -0.12 -0.30 -0.17
H 1.936566 1.186824 -0.822950 0.27 -0.05 0.05



no.,calculated total energy (Eh)
1,-363.621390
2,-6099.510298
3,-233.825978
4,-1545.814602
5,-1142.215059
6,-323.356022